Below is the molecule C13H13N5O3S2 in a non-equilibrium geometry, with properties calculated with the ωB97M-V functional and the def2-TZVPD basis.

```
36
Properties=species:S:1:pos:R:3:forces:R:3
N -2.21048 2.51525 4.10688 0.1 -0.8 -0.6
N -2.00488 1.55133 -0.86644 0.3 0.1 -0.2
N -0.98585 2.11756 4.55113 0.1 0.1 0.3
N -2.64926 -0.19498 0.31930 -1.3 -0.2 1.3
O -3.12111 1.90187 -0.09293 0.0 -0.5 0.1
O 2.77656 -2.62689 -2.33937 0.0 1.1 -0.5
O -1.77705 -2.55962 -0.97327 0.1 0.0 0.1
S -2.06186 -0.00709 3.66178 -0.3 0.0 -0.4
S -4.47335 1.94400 2.90973 0.0 -0.5 -0.1
C -2.87089 1.53508 3.56412 -0.4 0.9 0.1
C -1.75669 0.29414 -0.57189 -0.3 1.0 -0.2
C -0.75870 0.85569 4.36225 1.6 0.0 0.9
C -3.45242 0.80863 0.59367 0.7 -1.6 -0.4
C 1.68497 -0.45233 -1.96931 0.3 1.0 0.3
C 0.55105 -2.53774 -1.66548 -0.7 0.2 0.3
C 0.55788 0.23901 -1.48142 0.5 -1.2 -0.4
C 1.69629 -1.83701 -2.00673 0.4 0.0 -0.1
C -0.61129 -1.87803 -1.25066 0.1 -0.3 0.2
C -0.59664 -0.44876 -1.11778 -0.4 -0.5 0.0
N 0.49932 0.30757 4.69039 -0.7 1.1 0.0
C 3.91360 -1.94146 -2.90119 0.2 -0.8 -0.2
C -1.73280 -3.96721 -0.59677 0.0 1.3 -0.8
C -4.63596 0.70496 1.55393 2.2 0.7 0.4
H 2.56538 0.15282 -2.21970 -0.4 -0.5 0.1
H 0.62403 -3.60475 -1.74381 -0.3 -0.4 0.0
H 0.64452 1.30996 -1.37616 -0.3 0.1 0.0
H 1.02714 0.88168 5.36749 -0.6 -0.6 -0.7
H 0.57614 -0.68271 4.81115 -0.1 -0.2 0.1
H 4.63941 -2.72183 -3.18423 -0.5 0.2 0.0
H 4.41363 -1.34693 -2.15288 0.0 0.4 0.4
H 3.68822 -1.31478 -3.78331 -0.2 -0.4 0.4
H -2.70012 -4.28336 -0.20702 -0.1 0.5 -0.2
H -1.00387 -4.05729 0.17128 0.7 -0.4 0.7
H -1.49013 -4.57768 -1.45970 0.1 -0.2 -0.1
H -4.65832 -0.26925 2.03650 0.1 -0.1 -0.5
H -5.53726 0.89694 1.02935 -1.0 0.3 -0.3
```
Forces are in eV/Å.

E in hartree: -1798.9771
HOMO in eV: -8.472
Total charge: 0
Structure (SMILES): COc1ccc(-c2noc(CSc3nnc(N)s3)n2)c(OC)c1
Relative energy (zero: lowest compared OMol25 entry of this formula, charge and spin) in kcal per mole: 82.6

Quick look at the Löwdin charges, all values in e:
1 N -0.06
2 N 0.16
3 N -0.02
4 N 0.18
5 O 0.03
6 O -0.08
7 O -0.10
8 S 1.04
9 S 0.91
10 C -0.93
11 C -0.29
12 C -0.72
13 C -0.40
14 C -0.02
15 C 0.06
16 C -0.01
17 C -0.28
18 C -0.19
19 C -0.08
20 N 0.07
21 C -0.08
22 C -0.04
23 C -0.35
24 H 0.11
25 H 0.12
26 H 0.12
27 H 0.11
28 H 0.07
29 H 0.09
30 H 0.08
31 H 0.10
32 H 0.09
33 H 0.08
34 H 0.09
35 H 0.07
36 H 0.07

---

Below is the ion C4H11N2O with charge -1 in a non-equilibrium geometry, with properties calculated with the ωB97M-V functional and the def2-TZVPD basis.

```
18
Properties=species:S:1:pos:R:3:forces:R:3
C 0.23856 -0.58240 -0.97184 -0.8 -0.1 1.3
C -1.11097 -1.27484 -0.80514 -0.1 0.2 0.4
C -1.58860 -1.55316 0.64574 0.2 0.3 0.3
O -2.62391 -2.37403 0.67370 -0.5 -0.5 0.1
N 0.19159 0.79082 -0.45341 -0.1 0.3 -0.7
C 1.25723 1.17580 0.41392 -0.1 0.6 0.3
N 1.33541 2.65318 0.52689 0.3 -0.4 0.0
H 0.54300 -0.61587 -2.01043 0.4 0.1 -0.3
H 0.91083 -1.15910 -0.31772 0.3 -0.1 -0.4
H -1.08863 -2.25422 -1.25428 0.1 -0.5 -0.3
H -1.95241 -0.75045 -1.25845 0.1 0.3 -0.4
H -1.81093 -0.56245 1.14561 0.1 0.2 -0.1
H -0.68499 -1.90587 1.23024 0.2 -0.1 -0.1
H -0.70668 0.97168 -0.02778 0.0 -0.1 0.1
H 2.18132 0.77228 0.00808 0.2 -0.3 0.0
H 1.13970 0.80737 1.44423 0.0 -0.1 0.0
H 1.82075 2.99513 -0.29824 -0.2 0.1 0.0
H 1.94871 2.86612 1.30886 -0.1 0.1 0.0
```
Forces are in eV/Å.

E in hartree: -343.7219
HOMO in eV: -2.180
Total charge: -1
Structure (SMILES): NCNCCC[O-]
Relative energy (zero: lowest compared OMol25 entry of this formula, charge and spin) in kcal per mole: 30.9

Quick look at the Löwdin charges, all values in e:
1 C -0.26
2 C -0.23
3 C -0.61
4 O -0.36
5 N -0.08
6 C -0.36
7 N -0.02
8 H 0.09
9 H 0.10
10 H 0.09
11 H 0.10
12 H 0.07
13 H 0.08
14 H 0.09
15 H 0.10
16 H 0.11
17 H 0.05
18 H 0.04

---

Below is a cluster of 9 separate species, C21H59ClN5O8S8 in total in a non-equilibrium geometry, with properties calculated with the ωB97M-V functional and the def2-TZVPD basis.

```
102
Properties=species:S:1:pos:R:3:forces:R:3
C -0.09977 2.28640 2.45790 -0.1 0.4 0.1
C 1.26508 2.47130 1.82474 -0.7 -0.3 0.0
Cl 2.24133 3.53823 2.88556 0.2 0.0 -0.2
C 1.97724 1.14202 1.48377 0.4 1.2 0.5
N 2.93452 0.78082 2.52828 -0.5 -0.5 -0.7
C 2.80547 0.18819 3.70721 0.3 0.1 -0.1
N 3.95059 0.09488 4.35463 -0.3 0.0 0.0
C 4.84554 0.67899 3.54043 0.2 -0.3 0.9
N 6.12144 0.80648 3.89033 0.1 0.3 -1.2
N 7.06843 1.44207 3.05568 -0.6 0.4 0.2
N 4.25624 1.08674 2.39989 0.7 -0.2 0.7
H -0.60636 3.24623 2.43922 -0.1 0.1 0.1
H -0.03894 1.99494 3.50201 0.1 -0.2 0.1
H -0.72042 1.58460 1.90802 0.1 -0.2 -0.1
H 1.12455 3.02326 0.90455 0.1 0.1 -0.2
H 2.54044 1.30706 0.57519 0.1 -0.4 -0.2
H 1.25826 0.35582 1.30793 0.0 -0.3 -0.1
H 1.85728 -0.15508 4.07670 -0.2 -0.1 0.0
H 6.43123 0.47314 4.78865 0.0 0.0 0.1
H 6.88872 2.44285 3.10119 0.3 0.1 0.1
H 6.92403 1.17350 2.08739 0.2 -0.4 0.1
H 4.66749 1.57265 1.62404 -0.3 0.2 -0.2
C 4.69892 1.30748 9.61306 0.1 0.1 0.1
S 5.02091 1.13034 7.85506 -0.2 -0.1 0.1
O 6.36004 1.71963 7.57989 0.0 0.0 -0.2
C 3.79913 2.34050 7.32958 0.0 0.1 -0.1
H 5.39363 0.66251 10.14652 0.0 0.0 0.0
H 4.85343 2.34484 9.91554 0.0 0.0 0.0
H 3.67568 0.99662 9.82498 0.0 0.0 0.0
H 4.01713 3.29925 7.79540 0.0 -0.1 0.0
H 2.80277 2.00175 7.61432 0.0 0.0 0.0
H 3.85305 2.43534 6.24541 0.1 -0.1 0.0
C 2.97147 0.74494 -2.79582 0.1 -0.1 0.1
S 1.24911 0.29687 -2.52653 -0.3 0.1 -0.2
O 1.17641 -0.36407 -1.17946 0.2 0.1 0.2
C 1.18714 -0.98714 -3.76041 0.0 -0.3 -0.1
H 3.23441 1.52921 -2.08607 -0.1 0.0 0.0
H 3.60990 -0.12503 -2.63717 0.0 0.0 0.0
H 3.09034 1.12138 -3.81090 0.0 0.0 0.0
H 1.93776 -1.74778 -3.54138 0.1 0.1 0.0
H 1.36377 -0.55265 -4.74568 0.0 0.0 0.0
H 0.19259 -1.42753 -3.73194 -0.1 0.2 0.0
C -2.76601 -1.90991 -1.37835 0.1 0.3 0.0
S -3.21826 -0.73316 -2.65388 -0.1 0.0 0.1
O -1.96632 -0.40255 -3.39891 0.2 0.0 0.0
C -3.55891 0.64159 -1.55366 0.2 0.0 0.0
H -2.47929 -2.83655 -1.85515 0.0 -0.1 0.0
H -1.92549 -1.51689 -0.80293 0.0 0.1 -0.1
H -3.62127 -2.09388 -0.73051 0.0 -0.1 0.0
H -2.66873 0.86247 -0.96126 0.1 -0.1 -0.1
H -4.39560 0.38892 -0.90740 -0.1 0.0 -0.1
H -3.82554 1.50693 -2.15417 -0.1 0.0 0.0
C 1.30692 4.92096 10.68160 -0.1 0.0 0.1
S 2.86483 4.82022 9.79057 -0.2 0.1 0.0
O 3.95587 4.96120 10.78505 0.0 -0.1 0.0
C 2.69825 6.39811 8.94576 0.0 0.1 0.0
H 1.22406 4.03983 11.31435 0.1 0.0 0.0
H 1.29615 5.81856 11.29935 0.1 0.0 0.0
H 0.48139 4.93841 9.96967 0.0 0.0 0.0
H 2.59374 7.19648 9.67991 0.0 0.0 0.0
H 1.82862 6.36838 8.28873 0.0 0.0 0.0
H 3.59729 6.55975 8.35435 0.0 0.0 0.0
C -0.69207 -5.81316 -1.88067 0.1 0.0 0.0
S -2.41407 -6.02675 -1.41264 -0.1 -0.1 0.0
O -2.83826 -4.76911 -0.73524 0.1 -0.2 0.1
C -2.11497 -7.24437 -0.12674 0.1 0.0 0.1
H -0.64600 -5.05156 -2.65683 -0.1 0.0 0.0
H -0.11323 -5.49070 -1.01502 -0.1 0.0 0.0
H -0.30389 -6.75378 -2.27069 0.0 0.0 0.0
H -1.44179 -6.82833 0.62281 0.0 0.0 0.0
H -1.68411 -8.14155 -0.57073 0.0 0.0 0.0
H -3.07022 -7.48848 0.33262 0.0 0.0 0.0
C -7.07446 0.64959 0.99929 0.1 0.0 0.1
S -7.49105 1.81992 -0.30086 -0.1 0.0 -0.1
O -6.23403 2.12119 -1.03747 0.0 0.0 0.1
C -7.80820 3.21062 0.79108 0.0 0.1 0.1
H -6.80011 -0.29241 0.52816 0.0 0.0 -0.1
H -6.23392 1.02971 1.58096 0.0 0.0 0.0
H -7.94216 0.49531 1.64013 0.0 0.0 0.0
H -6.91895 3.42121 1.38543 0.0 0.0 0.0
H -8.65367 2.97775 1.43825 0.0 0.0 0.0
H -8.04936 4.07279 0.17344 0.0 0.0 -0.1
C -0.99585 -1.55971 -7.67128 -0.1 0.1 0.1
S 0.55821 -1.55710 -8.56621 -0.1 -0.1 0.1
O 1.63587 -1.30518 -7.56165 0.0 0.1 0.1
C 0.26828 -0.01557 -9.43802 0.0 0.1 -0.1
H -1.00827 -2.43443 -7.02395 0.1 0.0 0.0
H -1.07081 -0.65442 -7.06687 0.1 0.0 0.0
H -1.81757 -1.62062 -8.38122 0.0 -0.1 0.0
H 0.09905 0.78605 -8.71871 0.0 0.0 0.0
H -0.59651 -0.13332 -10.09091 0.0 -0.1 0.0
H 1.15095 0.20579 -10.03448 0.0 0.0 0.0
C -2.37466 -5.42974 -10.27517 0.0 -0.1 0.1
S -2.67966 -3.89503 -11.15640 0.0 0.0 -0.1
O -2.44193 -2.78676 -10.19102 0.0 0.0 0.0
C -4.45861 -4.09916 -11.29162 -0.1 0.0 0.0
H -1.31124 -5.48134 -10.05110 0.0 0.1 0.0
H -2.94758 -5.44076 -9.34778 0.0 0.1 0.0
H -2.65560 -6.27170 -10.90744 0.0 0.0 0.0
H -4.89353 -4.19844 -10.29711 0.1 0.0 0.0
H -4.67628 -4.98127 -11.89340 0.0 0.0 0.0
H -4.86143 -3.21564 -11.78178 0.1 0.0 0.0
```
Forces are in eV/Å.

E in hartree: -5356.4302
HOMO in eV: -9.756
Total charge: +1

Löwdin atomic charge list, values in e, 99 entries:
1 C -0.12
2 C -0.68
3 Cl 0.65
4 C -0.11
5 N -0.09
6 C -0.07
7 N 0.18
8 C -0.34
9 N 0.03
10 N 0.07
11 N 0.18
12 H 0.08
13 H 0.07
14 H 0.09
15 H 0.10
16 H 0.11
17 H 0.12
18 H 0.16
19 H 0.15
20 H 0.10
21 H 0.08
22 H 0.17
23 C -0.26
24 S 0.78
25 O -0.56
26 C -0.29
27 H 0.06
28 H 0.05
29 H 0.06
30 H 0.01
31 H 0.05
32 H 0.02
33 C -0.27
34 S 0.81
35 O -0.58
36 C -0.26
37 H 0.03
38 H 0.06
39 H 0.06
40 H 0.06
41 H 0.06
42 H 0.03
43 C -0.28
44 S 0.84
45 O -0.58
46 C -0.27
47 H 0.01
48 H 0.06
49 H 0.05
50 H 0.05
51 H 0.03
52 H 0.05
53 C -0.26
54 S 0.77
55 O -0.53
56 C -0.26
57 H 0.05
58 H 0.06
59 H 0.05
60 H 0.06
61 H 0.05
62 H 0.05
63 C -0.27
64 S 0.82
65 O -0.56
66 C -0.27
67 H 0.05
68 H 0.06
69 H 0.05
70 H 0.06
71 H 0.05
72 H 0.05
73 C -0.27
74 S 0.82
75 O -0.56
76 C -0.27
77 H 0.05
78 H 0.06
79 H 0.05
80 H 0.06
81 H 0.05
82 H 0.05
83 C -0.27
84 S 0.80
85 O -0.58
86 C -0.27
87 H 0.05
88 H 0.06
89 H 0.02
90 H 0.06
91 H 0.05
92 H 0.05
93 C -0.27
94 S 0.82
95 O -0.57
96 C -0.27
97 H 0.05
98 H 0.06
99 H 0.05

---

Below is a structure of composition C20H23AgBGeO6, with properties calculated with the ωB97M-V functional and the def2-TZVPD basis.

```
52
Properties=species:S:1:pos:R:3:forces:R:3
Ag -1.51030 0.29345 1.17278 0.6 0.1 0.2
O -3.20045 -2.30914 3.88717 0.0 0.1 0.0
C -2.90716 -1.42979 3.09345 0.1 -0.1 0.0
O -2.06898 -1.58165 2.11826 -0.1 0.0 -0.1
C -3.55694 0.00859 3.23371 -0.1 0.1 -0.1
O -4.41466 0.19228 4.07970 0.0 -0.1 0.0
O -3.12745 0.91458 2.41530 -0.1 0.0 0.0
Ge 0.95893 0.06087 0.99827 -0.2 -0.1 0.0
C 1.31479 -1.52139 -0.08528 -0.2 -0.1 0.0
C 0.41795 -2.59072 0.00722 0.0 0.0 0.0
C 0.61458 -3.73466 -0.75287 0.0 0.0 0.0
C 1.69642 -3.81956 -1.62080 0.0 0.0 0.0
C 2.58549 -2.76018 -1.72534 0.0 0.0 0.0
C 2.39353 -1.61733 -0.95786 0.1 0.0 0.0
C 1.17195 -0.28245 2.91185 0.0 0.0 0.0
C 0.53939 -1.32757 3.58561 0.0 0.0 0.0
C 0.74359 -1.50663 4.94656 0.0 0.0 0.0
C 1.58198 -0.65107 5.64822 0.0 0.0 0.0
C 2.21779 0.38958 4.98785 0.0 0.0 0.0
C 2.00950 0.57277 3.62727 0.0 0.0 0.0
H 1.99839 1.14885 0.69370 0.0 0.0 0.0
H -0.44691 -2.52463 0.66417 0.0 0.0 0.0
H -0.08348 -4.55844 -0.67159 0.0 0.0 0.0
H 1.84432 -4.71148 -2.21768 0.0 0.0 0.0
H 3.42850 -2.82267 -2.40312 0.0 0.0 0.0
H 3.09393 -0.79304 -1.04238 0.0 0.0 0.0
H -0.15977 -1.97354 3.06965 0.0 0.0 0.0
H 0.21861 -2.30287 5.45827 0.0 0.0 0.0
H 1.72808 -0.78708 6.71298 0.0 0.0 0.0
H 2.86644 1.06572 5.53176 0.0 0.0 0.0
H 2.50377 1.39440 3.11977 0.0 0.0 0.0
C 0.47721 3.30787 -3.12252 0.0 0.0 0.0
C 0.07948 1.94982 -2.57937 0.0 0.0 0.1
C 0.93336 0.85232 -3.19789 0.0 0.0 0.0
O 0.34327 1.92706 -1.15149 0.0 0.1 0.1
B -0.62026 1.14222 -0.55732 -0.1 -0.2 -0.2
O -1.61977 0.81957 -1.45713 0.1 0.0 -0.1
C -1.44048 1.64246 -2.63598 0.0 0.0 0.0
C -1.88766 0.85163 -3.84917 0.0 0.0 0.0
C -2.30961 2.87900 -2.45206 0.0 0.0 0.0
H 1.55687 3.43320 -3.03612 0.0 0.0 0.0
H -0.00563 4.11345 -2.57397 0.0 0.0 0.0
H 0.20655 3.38807 -4.17790 0.0 0.0 0.0
H 1.97848 1.03677 -2.94679 0.0 0.0 0.0
H 0.83407 0.84127 -4.28444 0.0 0.0 0.0
H 0.66269 -0.12883 -2.80603 0.0 0.0 0.0
H -1.39046 -0.11443 -3.89969 0.0 0.0 0.0
H -1.67748 1.40866 -4.76544 0.0 0.0 0.0
H -2.96222 0.67831 -3.79173 0.0 0.0 0.0
H -1.99149 3.45704 -1.58395 0.0 0.0 0.0
H -3.33743 2.55947 -2.28278 0.0 0.0 0.0
H -2.28134 3.51989 -3.33485 0.0 0.0 0.0
```
Forces are in eV/Å.

E in hartree: -3476.2644
HOMO in eV: -4.685
Total charge: -1
Relative energy (zero: lowest compared OMol25 entry of this formula, charge and spin) in kcal per mole: 4.6

Quick look at the Löwdin charges, all values in e:
1 Ag 0.91
2 O 0.02
3 C -0.60
4 O -0.22
5 C -0.61
6 O 0.02
7 O -0.20
8 Ge 0.98
9 C -0.33
10 C -0.10
11 C -0.08
12 C -0.10
13 C -0.11
14 C -0.14
15 C -0.33
16 C -0.10
17 C -0.07
18 C -0.10
19 C -0.11
20 C -0.14
21 H 0.01
22 H 0.08
23 H 0.10
24 H 0.09
25 H 0.09
26 H 0.09
27 H 0.08
28 H 0.11
29 H 0.10
30 H 0.09
31 H 0.08
32 C -0.01
33 C -0.47
34 C -0.01
35 O 0.02
36 B -0.73
37 O 0.05
38 C -0.48
39 C 0.00
40 C -0.01
41 H 0.09
42 H 0.09
43 H 0.09
44 H 0.09
45 H 0.09
46 H 0.09
47 H 0.09
48 H 0.09
49 H 0.09
50 H 0.10
51 H 0.10
52 H 0.09